# 1
Below is C5H10O in the gas phase, with properties calculated with ωB97M-V/def2-TZVPD.

Summary:
**HOMO**: -9.5 eV
**SMILES string**: C[C@@H]1OC[C@@H]1C
**Largest force on an atom**: 0.5 eV/A
**Energy above the lowest of the compared OMol25 structures with the same formula, charge and spin**: 26.9 kcal per mole
**Orbital gap**: 10.58 eV
**Net charge**: 0

Geometry as XYZ:
```
16
Properties=species:S:1:pos:R:3:forces:R:3
C 1.551 0.866 -0.490 -0.035 0.066 -0.055
C 0.956 -0.065 0.544 0.031 0.401 0.027
O 1.079 -1.441 0.153 0.062 -0.032 -0.067
C -0.336 -1.627 0.156 -0.411 -0.137 -0.090
C -0.611 -0.170 0.613 -0.067 -0.005 0.009
C -1.519 0.693 -0.282 0.092 -0.043 -0.073
H 2.618 0.663 -0.629 -0.184 0.000 0.109
H 1.432 1.904 -0.165 0.029 -0.054 -0.088
H 1.056 0.736 -1.457 0.083 0.043 0.104
H 1.480 0.072 1.504 -0.386 0.118 -0.088
H -0.703 -1.853 -0.853 -0.050 0.024 0.092
H -0.615 -2.453 0.825 -0.122 0.307 -0.037
H -1.032 -0.078 1.622 0.413 -0.262 -0.044
H -1.644 1.722 0.081 0.265 -0.247 0.064
H -2.534 0.273 -0.304 0.250 -0.077 0.033
H -1.177 0.757 -1.319 0.031 -0.103 0.104
```
Forces are in eV/Å.


# 2
Below is C11H16BClN6Sn as an isolated structure at a distorted geometry, with properties calculated with ωB97M-V/def2-TZVPD.

Summary:
**HOMO**: -16.1 eV
**Largest force on an atom**: 4.0 eV/A
**Energy above the lowest of the compared OMol25 structures with the same formula, charge and spin**: 0.0 kcal per mole
**Orbital gap**: 6.22 eV
**Net charge**: +2

Geometry as XYZ:
```
36
Properties=species:S:1:pos:R:3:forces:R:3
C 3.107 -0.008 0.701 0.293 -0.158 -1.021
N 1.854 -0.026 0.195 -0.334 -0.345 0.584
N 1.933 -0.137 -1.172 -0.077 -0.303 0.287
C 3.226 -0.204 -1.526 -0.524 0.185 0.597
C 3.996 -0.106 -0.373 0.320 -0.004 0.525
B 0.662 -0.003 -2.063 -0.163 0.283 0.414
N -0.318 -1.170 -1.735 0.314 0.032 0.197
N -0.892 -1.279 -0.495 0.043 0.076 1.183
C -1.823 -2.256 -0.541 0.209 -0.265 -0.844
C -1.823 -2.796 -1.833 -0.067 0.112 0.383
C -0.863 -2.089 -2.551 -0.175 0.267 1.084
Sn -0.059 -0.079 1.218 0.184 1.322 -3.796
N -0.033 1.319 -1.588 -0.208 -0.153 0.253
N -0.435 1.474 -0.289 -0.061 -0.167 0.577
C -1.015 2.682 -0.151 0.455 -0.156 -1.601
C -0.979 3.309 -1.404 -0.072 -0.027 0.305
C -0.359 2.422 -2.278 -0.116 -0.213 0.746
H -1.414 3.025 0.792 -0.008 0.004 -0.078
H -0.129 2.481 -3.333 -0.061 0.128 0.139
H -1.355 4.277 -1.650 -0.123 0.292 -0.038
H 0.941 0.030 -3.227 -0.059 -0.046 0.269
H -0.532 -2.181 -3.572 -0.054 0.079 -0.063
H 3.502 -0.306 -2.569 -0.014 0.112 0.236
H -2.441 -3.591 -2.215 -0.051 0.019 0.088
H 5.075 -0.095 -0.332 -0.129 -0.040 0.070
H -2.456 -2.497 0.309 0.322 0.022 -0.192
H 3.291 0.082 1.770 -0.022 -0.062 -0.341
H -2.144 -0.851 2.668 -0.162 -0.134 0.163
C -2.024 -1.669 3.402 -0.034 -0.092 -0.052
H -2.795 -2.424 3.194 0.337 0.234 0.026
H -1.025 -2.128 3.337 -0.238 0.044 0.061
H -2.175 -1.263 4.411 0.121 -0.059 -0.337
Cl 0.671 0.834 4.292 0.083 -0.057 0.126
C -0.197 1.397 2.899 0.020 -0.582 1.085
H -1.251 1.516 3.166 0.108 -0.127 -0.443
H 0.277 2.310 2.543 -0.057 -0.224 -0.589
```
Forces are in eV/Å.


# 3
Below is C3H4N2O2S in the gas phase at a distorted geometry, with properties calculated with ωB97M-V/def2-TZVPD.

Summary:
**HOMO**: -9.1 eV
**SMILES string**: [H]/N=C1/NC(=S)OCO1
**Largest force on an atom**: 4.1 eV/A
**Energy above the lowest of the compared OMol25 structures with the same formula, charge and spin**: 30.5 kcal per mole
**Orbital gap**: 9.60 eV
**Net charge**: 0

Geometry as XYZ:
```
12
Properties=species:S:1:pos:R:3:forces:R:3
H 3.267 -0.888 -0.432 -1.605 -0.971 0.461
N 2.406 -1.436 -0.118 -0.842 1.640 0.325
C 1.438 -0.597 0.028 2.249 0.249 -1.121
N 0.147 -0.793 0.489 0.842 0.741 -0.315
C -0.920 0.053 0.107 -0.236 -3.400 0.168
S -2.405 -0.506 -0.150 -0.881 -0.512 0.096
O -0.637 1.278 -0.072 2.398 3.339 0.167
C 0.750 1.608 0.240 0.380 0.149 -1.034
O 1.609 0.699 -0.396 -0.215 0.371 -0.163
H -0.027 -1.759 0.576 -0.899 -1.087 0.294
H 0.975 1.520 1.276 -0.585 0.102 1.202
H 1.006 2.621 -0.112 -0.606 -0.620 -0.083
```
Forces are in eV/Å.


# 4
Below is C19H37N4O5RuSSi as an isolated structure at a distorted geometry, with properties calculated with ωB97M-V/def2-TZVPD.

Summary:
**Expectation value of S²**: 6.0503
**HOMO (spin up / spin down)**: -17.2 / -17.2 eV
**Multiplicity**: 5
**Largest force on an atom**: 1.7 eV/A
**Energy above the lowest of the compared OMol25 structures with the same formula, charge and spin**: 11.7 kcal per mole
**Orbital gap (spin up / spin down)**: 6.20 / 5.53 eV
**Net charge**: +3

Geometry as XYZ:
```
68
Properties=species:S:1:pos:R:3:forces:R:3
Ru 0.255 0.057 0.121 0.077 1.085 0.151
O 1.830 1.485 -0.032 -0.433 -0.471 0.271
C 1.970 2.439 -0.833 -0.032 0.557 -0.660
C 1.185 2.721 -1.980 -0.264 -0.728 0.268
C 1.316 3.981 -2.587 0.021 0.381 -0.213
C 0.543 4.296 -3.669 0.049 -0.019 0.116
C -0.349 3.370 -4.223 0.105 0.206 0.041
C -0.466 2.119 -3.668 0.155 -0.504 0.385
C 0.290 1.744 -2.535 0.092 1.095 -0.588
O 0.209 0.523 -2.074 -0.153 -1.038 1.386
N 0.646 5.660 -4.255 0.095 -0.180 0.016
O -0.087 5.893 -5.186 0.110 0.058 0.122
O 1.456 6.400 -3.745 -0.191 -0.063 -0.131
H 2.799 3.129 -0.634 -0.043 -0.081 0.147
H 2.004 4.722 -2.198 -0.010 0.016 0.001
H -0.931 3.649 -5.092 0.001 0.059 0.009
H -1.136 1.385 -4.098 0.011 0.029 -0.051
N 0.924 -2.140 -1.896 -0.082 -0.030 -0.344
C -0.161 -3.189 -1.877 -0.359 -0.308 0.048
C -1.536 -2.566 -2.149 0.097 0.264 0.104
C -2.301 -2.011 -0.940 0.011 -0.407 0.027
N -1.860 -0.641 -0.540 0.362 0.520 0.067
C -2.235 -2.966 0.245 0.174 0.171 -0.010
C -0.802 -3.325 0.619 -0.333 -0.233 -0.110
N -0.092 -2.128 1.141 0.155 0.258 -0.277
C -0.085 -3.974 -0.568 0.098 0.218 0.113
H 0.766 -1.447 -2.638 0.058 0.102 0.033
H 1.850 -2.554 -2.017 0.041 -0.008 0.099
H 0.917 -1.623 -1.013 0.544 -0.657 -0.307
H 0.074 -3.858 -2.705 0.086 0.082 -0.026
H -2.155 -3.357 -2.573 0.001 -0.014 -0.007
H -1.454 -1.799 -2.926 -0.036 -0.077 -0.051
H -3.348 -1.932 -1.244 0.029 0.106 -0.019
H -2.481 -0.315 0.200 -0.102 -0.001 -0.056
H -2.007 -0.014 -1.330 -0.043 0.024 -0.012
H -2.763 -3.884 -0.019 -0.046 0.008 0.023
H -2.764 -2.541 1.104 -0.017 -0.035 -0.005
H -0.840 -4.075 1.413 0.066 0.058 0.034
H 0.862 -2.367 1.408 -0.001 0.039 0.042
H -0.567 -1.818 1.988 0.033 -0.063 0.062
H -0.556 -4.942 -0.739 0.023 -0.024 0.003
H 0.960 -4.184 -0.317 -0.019 -0.087 -0.017
C 4.905 -0.503 0.861 -0.122 0.093 0.020
S 3.335 -0.287 1.707 0.778 -0.166 0.336
C 3.655 -1.380 3.101 -0.041 0.075 -0.131
O 2.311 -1.048 0.837 -0.817 0.049 -0.389
H 5.677 -0.029 1.469 -0.018 0.008 0.008
H 4.849 -0.005 -0.105 -0.046 0.061 0.040
H 5.120 -1.562 0.733 -0.066 -0.023 0.039
H 4.413 -0.898 3.721 -0.004 0.023 -0.022
H 4.014 -2.347 2.754 -0.010 0.016 -0.070
H 2.744 -1.495 3.685 -0.032 0.094 -0.036
C -3.519 1.220 1.737 0.232 -0.068 0.155
Si -1.943 1.103 2.756 -0.045 0.033 0.202
C -1.740 -0.515 3.693 -0.081 0.248 -0.156
C -1.628 2.615 3.837 -0.069 -0.404 -0.318
C -0.414 1.378 1.575 -0.139 -0.366 -0.375
H -4.279 1.732 2.332 -0.008 -0.015 0.008
H -3.956 0.253 1.472 -0.020 -0.011 0.034
H -3.390 1.814 0.829 -0.007 0.040 0.018
H -2.280 -0.440 4.640 -0.005 -0.023 0.004
H -0.696 -0.715 3.947 0.000 0.025 0.044
H -2.162 -1.381 3.175 -0.038 0.021 0.019
H -2.480 2.722 4.514 -0.005 0.011 0.017
H -1.545 3.532 3.252 -0.028 0.019 0.023
H -0.727 2.492 4.438 -0.009 0.014 0.020
H 0.489 1.573 2.163 0.128 -0.063 -0.150
H -0.628 2.247 0.934 0.142 0.007 -0.026
```
Forces are in eV/Å.


# 5
Below is C3H8N4S in the gas phase at a distorted geometry, with properties calculated with ωB97M-V/def2-TZVPD.

Summary:
**HOMO**: -8.9 eV
**SMILES string**: [H]/N=C(\CN)NNC=S
**Largest force on an atom**: 7.2 eV/A
**Energy above the lowest of the compared OMol25 structures with the same formula, charge and spin**: 73.8 kcal per mole
**Orbital gap**: 9.13 eV
**Net charge**: 0

Geometry as XYZ:
```
16
Properties=species:S:1:pos:R:3:forces:R:3
H 2.314 1.886 0.379 -2.583 -0.377 -0.062
N 1.279 1.871 0.684 -0.158 -1.217 1.070
C 0.659 0.731 0.584 1.262 -0.301 0.112
C 1.203 -0.255 -0.516 -2.045 -0.055 1.215
N 0.625 0.092 -1.756 -3.777 -5.283 -0.964
N -0.509 0.333 1.366 3.570 6.298 0.369
N -0.980 -0.887 1.198 -3.203 2.035 -2.852
C -1.929 -0.991 0.190 1.056 -4.465 0.035
S -2.663 0.223 -0.503 -0.946 1.239 -0.712
H 2.160 0.074 -0.648 3.067 0.194 0.375
H 1.152 -1.369 -0.390 -0.011 1.133 0.236
H -0.369 -0.302 -1.842 2.096 1.007 -0.026
H 0.617 0.975 -2.092 0.348 3.507 -0.567
H -0.956 1.216 1.836 0.437 -2.843 -0.958
H -0.550 -1.513 1.769 0.748 -2.914 1.283
H -2.055 -2.084 -0.258 0.139 2.042 1.447
```
Forces are in eV/Å.


# 6
Below is C3H3NO3 in the gas phase, with properties calculated with ωB97M-V/def2-TZVPD.

Summary:
**HOMO**: -11.1 eV
**SMILES string**: [H]/N=C(/C=O)OC=O
**Largest force on an atom**: 0.5 eV/A
**Energy above the lowest of the compared OMol25 structures with the same formula, charge and spin**: 37.5 kcal per mole
**Orbital gap**: 10.39 eV
**Net charge**: 0

Geometry as XYZ:
```
10
Properties=species:S:1:pos:R:3:forces:R:3
H -2.199 -1.046 0.727 0.037 -0.022 -0.010
N -1.391 -1.438 0.239 0.221 0.344 0.033
C -0.446 -0.607 0.170 -0.210 -0.181 -0.004
C 0.817 -1.058 -0.518 0.382 0.203 -0.178
O 1.751 -0.332 -0.747 -0.388 -0.297 0.188
O -0.461 0.622 0.767 -0.027 -0.075 0.084
C 0.190 1.710 0.219 0.173 0.279 0.119
O 0.467 2.643 0.898 -0.164 -0.329 -0.244
H 0.788 -2.123 -0.796 0.005 0.058 -0.020
H 0.356 1.627 -0.859 -0.030 0.021 0.032
```
Forces are in eV/Å.


# 7
Below is H16O8Sr as an isolated structure at a distorted geometry, with properties calculated with ωB97M-V/def2-TZVPD.

Summary:
**HOMO**: -18.8 eV
**Largest force on an atom**: 2.5 eV/A
**Energy above the lowest of the compared OMol25 structures with the same formula, charge and spin**: 26.1 kcal per mole
**Orbital gap**: 12.18 eV
**Net charge**: +2

Geometry as XYZ:
```
25
Properties=species:S:1:pos:R:3:forces:R:3
Sr -0.005 -0.014 0.351 -0.349 -0.707 -0.680
O 2.280 -0.071 -0.806 -1.289 2.042 0.497
H 2.678 -0.874 -1.048 1.285 -1.438 -0.667
H 2.778 0.685 -1.148 0.311 -0.776 -0.116
O 1.092 -2.300 1.020 -0.590 0.366 1.133
H 0.907 -2.537 1.963 0.616 -0.220 -1.252
H 1.525 -3.035 0.573 -0.073 -0.174 0.352
O 1.811 1.204 1.703 -1.147 -0.616 1.999
H 1.547 1.570 2.583 0.561 -0.365 -0.795
H 2.100 1.944 1.203 0.720 1.002 -0.472
O -0.293 -1.673 -1.780 -0.637 0.004 1.284
H 0.304 -1.901 -2.458 1.597 -0.215 -1.307
H -1.077 -2.115 -2.098 -0.740 0.002 0.006
O -1.494 0.765 -1.691 1.445 -0.180 0.381
H -1.261 1.692 -1.794 -0.468 0.248 -0.209
H -2.414 0.659 -1.514 -1.215 0.281 -0.083
O -2.223 -1.808 0.522 0.399 -1.170 0.714
H -2.467 -2.173 1.411 0.062 0.435 -1.091
H -2.023 -2.627 0.003 -0.264 0.932 0.580
O 0.612 2.375 -0.592 0.129 0.753 0.910
H 1.472 2.428 -1.022 -0.074 0.255 -0.402
H 0.641 3.096 0.080 -0.224 -0.435 -0.821
O -1.830 1.458 1.540 1.244 -1.543 0.258
H -2.060 2.293 1.174 -0.876 1.023 -0.218
H -2.600 0.959 1.827 -0.421 0.495 0.000
```
Forces are in eV/Å.


# 8
Below is C14H13AuINO3 as an isolated structure, with properties calculated with ωB97M-V/def2-TZVPD.

Summary:
**HOMO**: -7.3 eV
**Largest force on an atom**: 0.6 eV/A
**Energy above the lowest of the compared OMol25 structures with the same formula, charge and spin**: 1.2 kcal per mole
**Orbital gap**: 7.07 eV
**Net charge**: 0

Geometry as XYZ:
```
33
Properties=species:S:1:pos:R:3:forces:R:3
Au 1.071 1.979 -1.072 0.053 0.189 -0.515
C -2.956 -4.406 1.768 -0.044 -0.061 0.004
O -2.107 -3.289 1.948 -0.038 -0.059 0.029
C -1.783 -2.554 0.857 0.241 0.359 -0.096
C -2.254 -2.844 -0.446 -0.167 -0.220 -0.034
C -1.870 -2.044 -1.478 -0.059 -0.056 -0.078
C -1.013 -0.918 -1.344 0.071 0.052 0.093
C -0.669 -0.155 -2.502 -0.138 -0.148 -0.058
C -1.184 -0.518 -3.882 0.009 0.018 -0.021
O 0.062 0.865 -2.552 0.070 0.139 0.173
C -0.529 -0.622 -0.005 0.205 0.163 0.307
O 0.246 0.332 0.315 -0.323 -0.381 -0.125
C -0.957 -1.483 1.050 -0.083 -0.130 0.095
H -3.085 -4.845 2.754 0.000 0.000 -0.005
H -2.509 -5.148 1.101 0.009 0.018 0.014
H -3.932 -4.112 1.376 0.017 0.012 0.014
H -2.907 -3.685 -0.629 0.020 0.051 -0.050
H -2.257 -2.303 -2.452 0.017 0.009 0.037
H -1.818 -1.392 -3.946 0.024 0.029 -0.018
H -0.317 -0.660 -4.528 0.006 0.005 0.005
H -1.728 0.346 -4.264 0.001 -0.001 -0.001
H -0.590 -1.253 2.042 -0.011 -0.020 0.005
I 4.526 2.319 -1.417 -0.070 0.080 0.218
C 3.515 3.043 0.267 0.010 -0.048 -0.447
C 4.226 3.345 1.414 0.008 0.116 0.168
C 3.533 3.802 2.523 -0.026 -0.017 -0.134
C 2.160 3.969 2.432 0.100 0.078 0.020
C 1.532 3.667 1.243 -0.060 0.085 -0.067
N 2.188 3.193 0.166 0.193 -0.152 0.459
H 5.298 3.221 1.438 -0.004 -0.038 -0.033
H 4.066 4.029 3.437 -0.022 0.002 0.019
H 1.577 4.328 3.268 -0.010 0.004 -0.009
H 0.466 3.793 1.119 0.002 -0.074 0.031
```
Forces are in eV/Å.